# 1
# C5H24O7

A 7-piece molecular cluster, C5H24O7 overall (ωB97M-V/def2-TZVPD, the OMol25 dataset).

XYZ file:
```
36
Properties=species:S:1:pos:R:3
H -1.920 1.471 -1.935
H 1.139 -1.333 -2.947
H 2.225 3.852 0.312
O 0.228 -0.267 -0.233
H 1.891 -0.423 1.084
O 2.044 -0.974 1.878
H -0.297 -5.240 1.469
C 0.472 -4.482 1.339
C 0.267 0.228 -3.654
H 0.906 3.541 -0.788
H 1.484 -4.953 1.556
O 0.267 -0.948 -2.834
H -0.799 -0.386 3.186
H -0.939 1.983 0.012
O -1.418 -1.348 1.466
C -1.821 2.504 -1.634
H -0.758 0.303 -4.023
O -1.684 2.567 -0.248
H 1.143 1.492 0.091
H 0.545 4.140 0.835
O 1.131 2.188 0.775
H -0.984 -2.184 1.746
H 0.954 0.207 -4.521
C -1.647 -0.436 2.514
C 1.203 3.502 0.240
H -1.726 0.569 2.121
H 0.580 1.026 -3.006
H 0.109 -0.636 -1.131
H 0.459 -4.182 0.268
H -2.711 3.015 -1.922
O 0.207 -3.345 2.151
H -0.445 -0.639 0.379
H -2.594 -0.637 3.002
H -1.034 3.025 -2.258
H 2.537 -0.453 2.565
H 0.987 -2.747 2.146
```

- Kohn-Sham gap: 10.3685 eV
- Structure (SMILES): CO.CO.CO.CO.CO.O.O
- F_max: 1.62 eV Å⁻¹
- HOMO level: -9.90 eV
- Molar mass: 196.2 u

# 2
# C10H16

A 2-piece molecular cluster, C10H16 overall (ωB97M-V/def2-TZVPD, the OMol25 dataset).

XYZ file:
```
26
Properties=species:S:1:pos:R:3
H -1.819 0.849 2.911
C 2.352 1.290 -1.705
H 0.344 -1.754 1.500
H 3.140 0.932 -1.072
H -3.576 -0.459 -1.105
H 2.411 2.375 -1.639
H 1.157 0.457 2.282
C -1.964 -1.836 -1.004
H -2.999 0.808 0.817
H 0.491 1.326 3.749
C -2.391 -0.060 0.600
C -0.962 0.224 2.641
C -0.515 -1.518 0.880
H 1.763 0.042 -3.469
H -0.995 -0.536 3.418
H 1.387 0.953 -1.327
H 2.694 1.537 -3.843
H -2.181 -2.249 -1.980
C -2.742 -0.793 -0.531
H 0.257 1.973 2.207
H 3.478 0.187 -3.198
C -1.217 -0.378 1.283
H -0.199 -2.969 -0.701
C 2.533 0.727 -3.127
C 0.342 1.019 2.730
C -0.789 -2.147 -0.317
```

- Kohn-Sham gap: 10.0186 eV
- Structure (SMILES): CCc1ccccc1.CC
- F_max: 2.04 eV Å⁻¹
- HOMO level: -9.06 eV
- Molar mass: 136.2 u

# 3
# C42H46As2I2N11O13RbS

C42H46As2I2N11O13RbS as an isolated structure (ωB97M-V/def2-TZVPD, the OMol25 dataset).

XYZ file:
```
118
Properties=species:S:1:pos:R:3
H 0.998 -0.152 -5.688
H 2.089 3.409 -1.714
C -0.303 5.365 5.465
H -1.323 -2.093 -0.480
O -2.218 -1.476 2.203
C -3.791 -3.833 4.974
O 0.874 2.734 5.706
C -5.915 -0.334 0.802
C -5.196 -1.338 0.161
H -0.636 6.399 5.557
H 3.631 3.094 0.556
O 1.259 4.154 0.336
C 0.237 -0.393 -4.959
C 0.041 1.623 -1.330
C 2.201 -5.473 -4.328
O 1.754 7.250 4.179
N -1.323 -4.728 2.429
C -2.577 -1.361 -1.946
C -4.154 -0.122 2.391
Rb -0.455 0.033 1.259
N 0.622 2.250 -2.462
O -0.883 3.662 0.865
H 1.258 -2.851 2.832
C -0.456 -3.962 3.032
C -0.319 -4.973 -5.396
C 6.053 5.521 1.922
C -3.198 -2.829 -0.106
C 1.859 -6.005 -5.556
H -1.111 4.696 5.759
N -2.528 -4.765 3.089
C 0.187 3.102 3.427
H 1.584 -0.054 5.482
N 1.633 -4.125 -2.402
C 2.110 5.010 3.617
C -5.391 0.279 1.927
H 1.232 8.961 5.118
H -0.304 -3.955 -1.479
O 4.669 5.233 2.107
H 6.152 5.910 0.911
H -0.659 -3.776 -3.649
N 0.793 -3.720 2.575
C 0.598 -5.761 -6.093
C 2.899 -3.784 -1.937
H -1.380 0.601 -5.981
C -3.956 -1.739 0.614
O 0.152 1.013 4.453
H -0.026 -0.806 5.285
H -5.938 1.057 2.442
S -1.038 -3.299 4.522
C 2.147 8.481 4.777
H 2.642 9.112 4.038
C 0.025 -4.425 -4.177
H -5.614 -1.825 -0.714
H 0.554 5.168 6.100
H -4.425 -3.143 4.410
C 3.471 2.085 0.924
H 4.404 1.553 1.101
C 0.740 2.764 2.244
C -3.534 -3.262 6.362
C 0.506 0.112 5.506
H -2.286 4.951 0.183
C 1.288 -4.681 -3.636
H 1.583 -1.408 -3.630
C -2.550 -4.065 4.166
H -1.641 3.799 -1.028
O -1.214 1.597 -1.330
C -3.354 -1.135 1.772
O 3.656 -2.098 2.284
C 4.391 4.297 3.040
H -2.859 -3.897 6.940
H 0.903 -3.892 1.582
H 3.426 -2.843 -0.012
As 2.545 2.094 2.641
H 3.166 -5.681 -3.890
H 3.774 -3.887 -2.552
C 0.469 2.291 4.656
H -3.093 -2.267 6.298
C 0.439 3.600 1.029
N 3.237 -0.946 2.338
C -1.994 -0.281 -4.130
H -1.294 -4.775 -5.821
C 2.708 -3.256 -0.701
H -3.486 -1.735 -2.435
H -3.022 0.054 -4.192
C 2.692 6.268 4.152
H -3.913 -3.412 -0.700
H -4.469 -3.170 6.918
As 0.101 5.043 3.571
H 2.305 2.892 -3.277
N 1.369 -3.291 -0.374
H 2.825 8.308 5.611
H 6.365 6.274 2.648
C -1.081 0.025 -5.113
H -0.002 2.971 -2.803
N -0.028 -6.771 -8.393
C 0.247 -6.320 -7.371
I -3.372 0.741 4.126
H -0.653 5.210 -0.504
H 2.563 -6.624 -6.097
H -2.857 -0.413 -1.462
C -1.391 4.467 -0.205
O 3.817 6.442 4.553
H 0.209 0.520 6.471
C -1.579 -1.026 -3.022
H -2.738 -3.497 0.621
H 2.846 1.540 0.215
O 1.987 -0.846 2.458
H 6.657 4.625 2.052
N -0.325 -1.425 -2.875
I -7.785 0.246 0.071
H -4.332 -4.780 5.038
O 5.227 3.682 3.651
C 0.762 -3.818 -1.392
N -2.134 -2.393 -1.024
N 1.985 2.626 -2.355
C 0.562 -1.094 -3.817
O 0.800 1.156 -0.455
C 2.920 4.061 3.132
```

- Kohn-Sham gap: 6.0140 eV
- F_max: 1.76 eV Å⁻¹
- HOMO level: -2.68 eV
- Charge: -2
- Molar mass: 1434.1 u